DFT (ωB97M-V with the def2-TZVPD basis set) results for a 5-piece molecular cluster, C36H48ClF12IN5O12PS overall in a non-equilibrium geometry.

Structure (ORCA input):
```
! RIJCOSX wB97M-V def2-TZVPD def2/J DEFGRID3
* xyz 0 1
C -1.9795 2.5749 4.7868
O -2.4736 1.2493 4.6913
C -2.3816 0.7431 3.3700
C -3.0756 1.6249 2.3322
C -4.4441 1.6599 2.2930
C -5.2777 0.8055 3.2439
C -5.5374 1.5214 4.5819
O -5.1903 1.0391 5.6321
C -5.1346 2.4877 1.3251
C -6.6542 2.5316 1.2388
C -7.2748 1.8918 -0.0299
C -6.7541 0.5062 -0.4359
I -7.7129 -1.1016 0.6547
C -4.3661 3.2320 0.4963
Cl -5.1779 4.2534 -0.6706
C -2.9585 3.2032 0.5215
N -2.2886 3.9932 -0.3556
C -0.9915 3.8977 -0.3060
P -0.0958 4.9530 -1.5299
O -1.0853 6.2378 -1.7333
O 1.2676 5.5515 -0.9081
S 0.1068 4.1063 -3.2289
C -0.3194 3.0253 0.6124
C 1.2275 2.9606 0.5530
C 1.7323 1.6987 1.2724
C 1.3969 0.4034 0.5198
C 2.0643 -0.8263 1.1462
N 3.5288 -0.8212 0.8853
C 3.9810 -2.1776 0.6934
N 4.8290 -2.4500 -0.2119
N 3.4425 -3.1803 1.6095
N -0.9239 2.2786 1.5005
C -2.2864 2.3939 1.4255
H -1.6072 2.7832 5.7941
H -1.1607 2.7393 4.0720
H -2.8099 3.2712 4.5856
H -1.3128 0.6469 3.1342
H -2.8030 -0.2622 3.3372
H -6.2368 0.5422 2.7846
H -4.7861 -0.1508 3.4335
H -6.0323 2.5190 4.5063
H -6.9607 3.5865 1.2242
H -7.1189 2.1150 2.1343
H -7.1815 2.5338 -0.9100
H -8.3504 1.7974 0.1656
H -5.6747 0.3800 -0.3424
H -7.0118 0.3510 -1.4856
H -1.1210 6.6741 -0.8652
H 1.1342 5.9841 -0.0520
H 1.5134 2.9604 -0.5039
H 1.6241 3.8270 1.0941
H 1.4257 1.6629 2.3238
H 2.8333 1.7563 1.3024
H 1.6630 0.5258 -0.5389
H 0.3198 0.2200 0.5504
H 1.8465 -0.8352 2.2238
H 1.5948 -1.7142 0.7105
H 3.9479 -0.4640 1.7410
H 4.9861 -3.4559 -0.1147
H 4.2222 -3.4397 2.2105
H 3.2136 -4.0124 1.0731
C 7.2717 1.8233 -0.1878
C 7.4812 0.7101 0.8149
O 8.3158 1.1508 1.9075
C 7.7208 1.8927 2.8286
O 6.5682 2.2137 2.8362
C 8.7199 2.2508 3.9374
F 9.8794 2.6953 3.4360
F 8.9952 1.1792 4.6958
F 8.2422 3.1989 4.7405
H 8.2322 2.2121 -0.5308
H 6.7066 1.4609 -1.0462
H 6.7283 2.6579 0.2555
H 8.0050 -0.1108 0.3422
H 6.5371 0.3085 1.1834
C 8.9182 1.4712 -6.1442
C 9.4504 1.6400 -4.7371
O 8.7526 0.7895 -3.8074
C 9.1104 -0.4888 -3.8065
O 9.9535 -0.9817 -4.4940
C 8.3104 -1.2514 -2.7434
F 7.0021 -0.9751 -2.8066
F 8.7203 -0.9374 -1.5015
F 8.4378 -2.5698 -2.8697
H 7.8411 1.6421 -6.1674
H 9.4034 2.1730 -6.8219
H 9.0914 0.4609 -6.5135
H 9.2809 2.6598 -4.3968
H 10.5231 1.4535 -4.6854
C -0.9205 -5.2789 -0.8059
C -1.9486 -5.0564 0.2830
O -2.1295 -3.6522 0.5518
C -2.8780 -2.9838 -0.3127
O -3.4134 -3.4450 -1.2773
C -2.9967 -1.5224 0.1368
F -1.8050 -1.0122 0.4640
F -3.7843 -1.3989 1.2156
F -3.5070 -0.7456 -0.8176
H 0.0200 -4.7891 -0.5475
H -0.7393 -6.3440 -0.9469
H -1.2512 -4.8581 -1.7549
H -1.6035 -5.4986 1.2153
H -2.9046 -5.5191 0.0379
C -6.2663 -3.2971 -3.3687
C -6.2359 -4.3893 -2.3213
O -7.5315 -5.0061 -2.1781
C -7.8643 -5.8853 -3.1125
O -7.1885 -6.2106 -4.0432
C -9.2450 -6.4797 -2.8022
F -10.1374 -5.5287 -2.4972
F -9.1796 -7.3183 -1.7569
F -9.7280 -7.1640 -3.8362
H -7.0450 -2.5684 -3.1355
H -5.3053 -2.7864 -3.4183
H -6.4920 -3.7009 -4.3557
H -5.9906 -3.9589 -1.3532
H -5.4782 -5.1400 -2.5442
*
```

Properties
SMILES string	[H]/N=C(\N)NCCCCc1nc2c(COC)c(CC=O)c(CCCI)c(Cl)c2nc1P(O)(O)=S.CCOC(=O)C(F)(F)F.CCOC(=O)C(F)(F)F.CCOC(=O)C(F)(F)F.CCOC(=O)C(F)(F)F
orbital gap	8.0	eV

=====

DFT (ωB97M-V with the def2-TZVPD basis set) results for C36H48N2O2P3RuS2 as an isolated structure in a non-equilibrium geometry.

Structure (ORCA input):
```
! RIJCOSX wB97M-V def2-TZVPD def2/J DEFGRID3
* xyz 2 2
Ru -0.4955 0.1405 -0.2289
C 1.7943 1.3625 -2.0663
C 1.2537 0.4569 -3.1793
P -0.1609 -0.5007 -2.5123
C -1.2425 -1.0111 -3.8634
C -0.8151 -0.8051 -5.1745
C -1.5551 -1.3122 -6.2338
C -2.7187 -2.0214 -5.9891
C -3.1514 -2.2254 -4.6846
C -2.4198 -1.7222 -3.6228
C 0.4796 -2.1004 -1.9418
C 1.6131 -2.7253 -2.4622
C 1.9749 -3.9833 -2.0146
C 1.2171 -4.6303 -1.0432
C 0.0788 -4.0282 -0.5323
C -0.2981 -2.7711 -0.9932
P 1.8758 0.4693 -0.4687
C 3.1791 -0.7593 -0.5790
C 3.1415 -1.8327 0.3081
C 4.1523 -2.7783 0.3014
C 5.2004 -2.6594 -0.6028
C 5.2422 -1.5917 -1.4889
C 4.2327 -0.6382 -1.4800
C 2.4634 1.7151 0.7112
C 3.4460 2.6451 0.3714
C 3.9213 3.5384 1.3180
C 3.4352 3.4966 2.6188
C 2.4658 2.5682 2.9683
C 1.9779 1.6839 2.0164
H 1.0707 2.1533 -1.8697
H 2.7273 1.8433 -2.3613
H 2.0055 -0.2446 -3.5410
H 0.9306 1.0589 -4.0277
H 0.0937 -0.2593 -5.3880
H -1.2175 -1.1505 -7.2484
H -3.2905 -2.4205 -6.8161
H -4.0612 -2.7788 -4.4950
H -2.7712 -1.8955 -2.6172
H 2.2166 -2.2443 -3.2201
H 2.8523 -4.4640 -2.4265
H 1.5024 -5.6184 -0.7065
H -0.5407 -4.5540 0.1836
H -1.2405 -2.3494 -0.6505
H 2.3171 -1.9297 1.0065
H 4.1246 -3.6061 0.9979
H 5.9876 -3.4016 -0.6172
H 6.0677 -1.4928 -2.1811
H 4.2887 0.1939 -2.1713
H 3.8500 2.6801 -0.6332
H 4.6765 4.2629 1.0444
H 3.8158 4.1870 3.3599
H 2.0918 2.5320 3.9835
H 1.2191 0.9605 2.2913
C -3.8419 4.2657 2.1058
C -4.6147 3.3465 1.1962
O -3.8064 2.1645 0.8620
P -2.8906 1.9872 -0.3899
S -0.9068 2.3368 -0.0097
S -2.8529 0.0774 -0.8824
O -3.4736 2.9985 -1.4235
C -2.7890 3.6455 -2.5422
C -3.1410 5.1077 -2.5370
H -4.4484 5.1432 2.3314
H -2.9177 4.6083 1.6356
H -3.5902 3.7747 3.0458
H -4.9096 3.8316 0.2698
H -5.4971 2.9320 1.6750
H -3.1357 3.1374 -3.4399
H -1.7170 3.4802 -2.4303
H -4.2209 5.2465 -2.5683
H -2.7120 5.5837 -3.4191
H -2.7459 5.6070 -1.6520
C -0.4229 -0.6464 5.9848
C -1.5088 -1.2845 5.1319
N -1.0839 -1.5442 3.7426
C -0.5500 -2.8754 3.4354
C 0.9747 -2.9503 3.4616
C -1.1383 -0.5971 2.8002
C -1.8139 0.6921 3.1313
N -0.6339 -0.8008 1.5988
H -0.7913 -0.4894 6.9984
H -0.1094 0.3204 5.5886
H 0.4571 -1.2866 6.0464
H -2.4122 -0.6791 5.1205
H -1.7904 -2.2476 5.5526
H -0.9524 -3.1919 2.4687
H -0.9659 -3.5607 4.1698
H 1.4338 -2.1534 2.8731
H 1.3120 -3.9073 3.0618
H 1.3518 -2.8642 4.4796
H -2.8688 0.5125 3.3423
H -1.7397 1.3796 2.3017
H -1.3662 1.1579 4.0083
H -0.1746 -1.7006 1.5260
*
```

Properties
ΔE to the lowest compared entry with this formula, charge and spin	0.0	kcal per mole
orbital gap (alpha / beta)	7.0 / 6.7	eV

=====

DFT (ωB97M-V with the def2-TZVPD basis set) results for C36H48N5O7RhS2Si as an isolated structure in a non-equilibrium geometry.

Structure (ORCA input):
```
! RIJCOSX wB97M-V def2-TZVPD def2/J DEFGRID3
* xyz 0 1
Rh -0.2143 -0.1101 0.2577
C 4.3039 -1.4794 -0.4528
C 3.4909 -0.2119 -0.7249
C 4.4506 0.9803 -0.8158
C 2.6959 -0.3851 -2.0330
O 2.5218 0.0183 0.3030
Si 2.6590 0.1454 1.9345
S 0.5940 0.3193 2.4614
O 3.5823 1.3889 2.4146
C 3.3393 2.7324 2.8144
C 2.7036 2.7350 4.2031
C 4.7080 3.4173 2.8588
C 2.4317 3.4459 1.8155
O 3.3032 -1.2248 2.4976
C 3.6650 -1.6566 3.8107
C 2.6800 -1.1507 4.8602
C 3.6466 -3.1859 3.7864
C 5.0694 -1.1315 4.1059
H 5.1203 -1.5461 -1.1713
H 3.6769 -2.3628 -0.5447
H 4.7135 -1.4444 0.5522
H 5.0679 0.8834 -1.7063
H 5.0942 1.0087 0.0601
H 3.8998 1.9173 -0.8700
H 3.1482 -1.1465 -2.6656
H 2.6424 0.5439 -2.5983
H 1.6787 -0.7043 -1.7855
H 3.3543 2.2189 4.9034
H 1.7423 2.2293 4.1777
H 2.5568 3.7534 4.5493
H 5.3715 2.8673 3.5198
H 4.6120 4.4363 3.2244
H 5.1502 3.4352 1.8660
H 1.4936 2.9088 1.7047
H 2.9221 3.5079 0.8475
H 2.2177 4.4507 2.1672
H 1.6585 -1.3714 4.5637
H 2.7748 -0.0773 4.9872
H 2.8757 -1.6317 5.8149
H 2.6609 -3.5423 3.4993
H 3.8953 -3.5833 4.7666
H 4.3734 -3.5607 3.0721
H 5.0993 -0.0648 3.9020
H 5.7982 -1.6310 3.4725
H 5.3285 -1.2982 5.1467
O -10.3835 -2.3411 1.6585
S -9.2305 -1.7571 2.2891
O -8.1871 -2.6687 2.6777
O -9.4519 -0.6215 3.1550
C -8.4323 -0.7758 0.8725
N -9.2877 -0.1943 0.0960
C -8.6863 0.5639 -0.8575
C -7.3245 0.6754 -0.9494
C -6.4990 -0.0068 -0.0087
N -7.1641 -0.7537 0.9341
C -5.0853 0.0240 0.0630
C -4.2574 0.6655 -0.8916
C -2.9035 0.6743 -0.7236
N -2.2833 0.1263 0.3376
C -3.0479 -0.5129 1.2480
C -4.4064 -0.5910 1.1494
H -9.3649 1.0807 -1.5237
H -6.8925 1.2972 -1.7181
H -4.6761 1.1639 -1.7503
H -2.2669 1.1730 -1.4413
H -2.5146 -0.9391 2.0882
H -4.9829 -1.0968 1.9066
N -0.2745 4.2596 -0.5944
C 0.2885 3.0624 -0.8834
N 1.4277 3.0721 -1.6173
O -0.2353 2.0156 -0.5275
H 0.0383 5.1233 -0.9981
H -1.1485 4.2561 -0.0974
H 1.9333 3.9194 -1.8038
H 1.9110 2.1887 -1.6821
C 2.2192 -6.6192 -0.6972
C 0.9895 -6.2059 -1.1845
C 0.4797 -4.9639 -0.8593
C 1.2096 -4.0961 -0.0451
C 2.4545 -4.5207 0.4332
C 2.9496 -5.7687 0.1150
C 0.7761 -2.7512 0.2962
C -0.3207 -2.0809 -0.0776
C -1.5261 -2.4771 -0.7843
C -1.7967 -1.9637 -2.0617
C -2.9899 -2.2408 -2.6984
C -3.9452 -3.0317 -2.0795
C -3.6899 -3.5508 -0.8202
C -2.4999 -3.2789 -0.1727
H 2.6051 -7.5959 -0.9453
H 0.4167 -6.8626 -1.8207
H -0.4870 -4.6603 -1.2303
H 3.0425 -3.8578 1.0504
H 3.9067 -6.0842 0.5000
H 1.4895 -2.2302 0.9294
H -1.0612 -1.3283 -2.5419
H -3.1801 -1.8416 -3.6848
H -4.8961 -3.2121 -2.5603
H -4.4335 -4.1649 -0.3384
H -2.3212 -3.6732 0.8160
*
```

Properties
orbital gap (alpha / beta)	4.7 / 4.5	eV

=====

| no. | DFT total energy (eV) |
| --- | --- |
| 1 | -143490.7287 |
| 2 | -97296.5149 |
| 3 | -92453.7197 |